Record 1
Molecular formula: C21H19GeN2O4Re
Method: DFT, wB97M-V/def2-TZVPD

Output
* frontier orbital gap: 0.155 hartree
* net charge: +2
* E: -3376.5745 Ha
* E_LUMO: -10.3 eV

```
48
Properties=species:S:1:pos:R:3:forces:R:3
Re 1.83654 -0.53660 -2.78208 -1.227 -1.395 -0.479
N -0.22324 -1.37481 -3.32808 1.010 0.586 0.551
N -0.98674 -0.24067 -3.65688 0.063 0.481 -0.259
C -0.34049 0.98134 -3.74585 -0.108 -0.204 -0.278
O -0.77003 2.07136 -3.74973 -0.113 -0.253 -0.051
O 1.03373 0.67767 -3.89958 -0.109 0.552 0.363
H -0.16784 -2.03843 -4.10564 0.041 0.054 -0.059
H -0.63386 -1.84653 -2.51389 0.226 0.005 0.012
H -1.99813 -0.28953 -3.64009 -0.010 -0.055 0.226
O 1.17438 -3.50535 -1.51736 0.788 0.148 -0.516
C 2.22483 -3.40990 -2.07208 -0.896 -0.138 0.367
O 2.52168 -2.26918 -2.83777 0.053 -0.004 0.274
H 3.03719 -4.14092 -2.12209 0.007 0.100 0.046
C 1.19963 -0.31298 -1.21324 0.255 0.291 -0.193
Ge 0.15640 0.25633 0.51002 -0.353 -0.210 1.197
C 0.57864 -1.06332 1.84829 0.136 -0.756 -0.080
C 0.36940 -2.45127 1.69584 0.152 0.164 0.309
C 0.67678 -3.34132 2.72916 -0.141 0.430 -0.423
C 1.18212 -2.85916 3.92982 0.053 0.603 -0.043
C 1.38683 -1.48552 4.09432 -0.166 -0.111 -0.340
C 1.09541 -0.59187 3.05657 0.147 -0.360 0.343
C -1.65540 0.20101 -0.14434 0.203 0.042 -0.374
C -2.15788 1.28959 -0.85872 -0.076 0.047 -0.147
C -3.44482 1.24611 -1.38251 0.117 0.112 -0.028
C -4.22746 0.11465 -1.20084 -0.057 -0.057 -0.007
C -3.73494 -0.97204 -0.48708 0.024 -0.011 0.036
C -2.45206 -0.93050 0.04404 -0.059 -0.098 -0.058
C 0.89698 1.97220 0.94945 0.010 0.050 -0.443
C 0.05602 2.93558 1.50404 -0.034 0.031 -0.076
C 0.57488 4.16627 1.88293 -0.017 -0.018 0.021
C 1.92258 4.43840 1.70052 0.023 0.003 0.000
C 2.76357 3.48269 1.14411 0.005 -0.002 -0.001
C 2.25204 2.25048 0.76995 0.002 0.030 -0.011
H -0.03750 -2.85379 0.77548 0.045 0.014 -0.042
H 0.51378 -4.40118 2.58393 -0.007 0.013 0.036
H 1.41695 -3.53889 4.73770 0.001 -0.003 -0.011
H 1.77622 -1.10259 5.02892 -0.015 -0.028 -0.025
H 1.27322 0.46634 3.21039 0.007 -0.019 -0.017
H -1.55341 2.17798 -1.01127 -0.018 -0.007 0.030
H -3.83287 2.09635 -1.92870 -0.011 0.006 0.032
H -5.23276 0.08466 -1.60038 -0.003 -0.001 0.000
H -4.35820 -1.84148 -0.32580 0.000 -0.004 0.008
H -2.09209 -1.76907 0.62664 0.019 -0.005 0.027
H -1.00104 2.73741 1.64135 0.002 0.001 0.014
H -0.07612 4.91369 2.31532 -0.002 -0.002 0.014
H 2.32123 5.40077 1.99140 0.002 0.002 0.003
H 3.81380 3.69957 1.00484 0.011 0.002 0.008
H 2.92202 1.50645 0.34897 0.021 -0.027 0.047
```
Positions in Å, forces in eV/Å.

Here are the Mulliken charges for atoms 1 to 8, given in e: 1.156, -0.568, 0.097, 0.441, -0.343, -0.444, 0.341, 0.325


Record 2
Molecular formula: C3H7NO2
Method: DFT, wB97M-V/def2-TZVPD

Output
* frontier orbital gap: 0.348 hartree
* E: -323.6674 Ha
* E_LUMO: 0.9 eV

```
13
Properties=species:S:1:pos:R:3:forces:R:3
O -1.65471 0.52606 0.52620 0.101 0.195 0.173
C -1.18159 -0.80747 0.59721 0.010 -0.353 -0.019
C 0.14492 -1.00516 -0.10936 -0.181 -0.004 -0.120
O 1.23581 -0.62454 0.74231 0.178 0.122 0.225
C 1.77121 0.58998 0.84527 -0.165 -0.065 -0.347
N 1.15202 1.55913 0.14610 0.441 -0.221 -0.108
H -1.19704 1.04781 1.19779 -0.105 -0.059 -0.081
H -1.06173 -1.14246 1.63713 -0.108 0.059 -0.155
H -1.94104 -1.43686 0.12402 0.056 0.103 0.011
H 0.32251 -2.06617 -0.30418 -0.102 0.117 0.022
H 0.15856 -0.47356 -1.07065 0.051 -0.065 0.175
H 1.76191 2.35030 0.03175 -0.387 0.325 0.067
H 0.34678 1.49095 -0.47775 0.211 -0.155 0.157
```
Positions in Å, forces in eV/Å.

Here are the Mulliken charges for atoms 1 to 8, given in e: -0.558, -0.401, -0.506, -0.158, -0.351, -0.190, 0.350, 0.292


Record 3
Molecular formula: C10H21BrF3InNO6
Method: DFT, wB97M-V/def2-TZVPD

Output
* frontier orbital gap: 0.298 hartree
* net charge: -1
* E: -3963.7051 Ha
* E_LUMO: 2.6 eV

```
43
Properties=species:S:1:pos:R:3:forces:R:3
N 4.54375 0.04211 -0.63342 -0.075 -0.003 -0.230
C 4.26308 -1.14295 -1.45839 0.172 0.087 -0.109
C 2.80396 -1.17328 -1.97259 -0.101 -0.045 0.267
O 2.72603 -0.70204 -3.32641 0.017 -0.022 0.066
C 2.12538 -2.54529 -1.83358 -0.093 -0.047 -0.006
In -0.02675 -2.43597 -1.38538 -0.060 0.063 -0.235
O -0.32726 -1.50693 0.43340 0.178 -0.092 -0.006
Br -0.92823 -4.89073 -1.17799 0.080 0.127 -0.010
C -1.30340 -1.39281 -2.84920 -0.119 0.054 0.155
C -0.75393 -0.03469 -3.31279 0.020 -0.037 0.040
O -0.82931 0.16294 -4.72499 0.050 0.026 0.084
C -1.49811 1.13557 -2.65395 0.005 -0.234 0.219
F -2.65420 1.46549 -3.24836 -0.049 -0.161 -0.073
F -1.78750 0.84911 -1.36507 0.028 0.042 -0.143
F -0.74867 2.25344 -2.62779 0.105 0.145 -0.134
H 5.52073 0.29657 -0.67268 -0.007 -0.063 0.095
H 4.29184 -0.11272 0.33368 0.005 0.012 -0.011
H 4.92374 -1.08981 -2.33478 -0.145 -0.104 0.157
H 4.48251 -2.07728 -0.92447 -0.013 0.074 -0.085
H 2.27030 -0.40311 -1.39361 0.113 -0.181 -0.098
H 2.89983 -1.45979 -3.89775 -0.051 0.068 0.065
H 2.58906 -3.14147 -1.03771 -0.030 0.095 -0.147
H 2.23292 -3.11940 -2.76827 0.120 0.065 0.188
H 0.18578 -1.96871 1.10529 -0.099 0.030 -0.007
H -2.26671 -1.27688 -2.34269 0.017 0.014 -0.241
H -1.48031 -2.04090 -3.71993 0.140 0.091 0.173
H 0.29574 0.11978 -3.01592 -0.176 -0.107 -0.129
H -1.03739 -0.69138 -5.11445 -0.042 0.087 0.075
C -1.51396 2.18051 1.60109 0.019 0.134 0.144
C -1.33746 0.92572 2.42261 -0.002 -0.127 -0.232
O -1.10753 1.22897 3.82445 0.007 0.004 0.104
C -2.17211 1.55905 4.52977 0.083 0.219 -0.108
O -3.31547 1.60990 4.15281 -0.050 -0.076 0.026
O -1.77056 1.87023 5.77520 0.000 -0.069 0.056
C -2.82636 2.27632 6.64171 0.015 0.003 0.053
H -0.65659 2.84436 1.72843 0.022 -0.028 -0.015
H -1.58330 1.90904 0.55107 0.007 0.005 0.029
H -2.41653 2.72321 1.88447 -0.011 -0.055 0.006
H -0.45654 0.37316 2.10696 -0.051 -0.008 0.030
H -2.19674 0.26293 2.34007 0.000 0.028 0.031
H -3.60986 1.52179 6.68031 -0.017 0.008 -0.017
H -3.25431 3.22143 6.30858 -0.030 -0.021 -0.020
H -2.37397 2.39829 7.62226 0.019 0.001 -0.012
```
Positions in Å, forces in eV/Å.

Here are the Mulliken charges for atoms 1 to 8, given in e: -0.585, -0.647, 0.404, -0.558, -1.093, 0.917, -0.676, -0.593


Question: Look up the frontier orbital gap of the third one.
Answer: 0.298 hartree